Entry from the Open Molecules 2025 dataset: a molecular structure, C28H28N6RuS4 in a non-equilibrium geometry (ωB97M-V/def2-TZVPD).

Element x y z (Å)
Ru: -0.01152 0.21357 -0.29382
C: -1.20957 4.52279 2.28025
S: -1.92920 3.11086 3.17682
C: -1.43004 1.79719 2.08614
S: -1.86235 1.88936 0.44407
N: -0.78013 0.83243 2.67143
N: -0.32165 -0.11301 1.82089
C: 0.11578 -1.17275 2.35013
C: 0.71214 -2.18260 1.50704
C: 1.22256 -3.36601 2.02746
C: 1.78549 -4.29495 1.17107
C: 1.80231 -4.03121 -0.18898
C: 1.27225 -2.82958 -0.62700
N: 0.75593 -1.93008 0.19800
H: -1.49712 5.42455 2.81993
H: -1.60101 4.54291 1.26853
H: -0.12668 4.42399 2.25616
H: 0.03698 -1.29881 3.42493
H: 1.17858 -3.52879 3.09764
H: 2.21011 -5.21183 1.55970
H: 2.22096 -4.73427 -0.89495
H: 1.26482 -2.56363 -1.68067
C: 3.53015 0.20840 2.11676
C: 4.01234 -0.13314 0.73142
C: 5.39193 -0.40188 0.52726
C: 5.85485 -0.57962 -0.73699
C: 4.96079 -0.47321 -1.82785
C: 5.41610 -0.51437 -3.16156
C: 4.51366 -0.39171 -4.17902
C: 3.14275 -0.26747 -3.90176
C: 2.63782 -0.24331 -2.61147
S: 0.88601 -0.15243 -2.50255
C: 3.57901 -0.30759 -1.52745
N: 3.14976 -0.15769 -0.24839
H: 4.31576 0.72463 2.66934
H: 3.25803 -0.69291 2.67234
H: 2.65175 0.84906 2.06011
H: 6.05291 -0.45274 1.38498
H: 6.90187 -0.78748 -0.93201
H: 6.47838 -0.62364 -3.35498
H: 4.85335 -0.38667 -5.20899
H: 2.43697 -0.17295 -4.71821
C: -4.08452 1.97001 -2.55749
N: -3.33495 1.18658 -3.52365
C: -2.96570 1.98043 -4.67518
C: -2.16895 0.53782 -2.92270
C: -2.53009 -0.56675 -1.93796
C: -3.69645 -1.28805 -2.20456
C: -4.17526 -2.24458 -1.32454
C: -3.46626 -2.49439 -0.16205
C: -2.27703 -1.82059 0.08216
C: -1.75273 -0.85923 -0.79061
H: -4.99680 2.35118 -3.02231
H: -3.50188 2.82400 -2.16949
H: -4.35960 1.34373 -1.70924
H: -3.86358 2.40880 -5.12596
H: -2.47656 1.34472 -5.41496
H: -2.27721 2.80643 -4.42449
H: -1.53759 1.27299 -2.41930
H: -1.57564 0.10949 -3.73196
H: -4.24375 -1.05230 -3.11051
H: -5.09957 -2.77382 -1.52991
H: -3.82670 -3.22155 0.55929
H: -1.75671 -2.06618 0.99704
S: 1.99442 4.58860 -0.12656
C: 1.42130 3.06900 -0.06478
N: 1.04231 1.96508 0.00210

## Properties
Expectation value of S²: 0.76
E: -84356.002 eV
Charge: -1
2S+1: 2
Kohn-Sham gap (spin up / spin down): 6.2 / 6.0 eV
LUMO level (spin up / spin down): 1.74 / 1.67 eV



Entry from the Open Molecules 2025 dataset: a molecular structure, C28H29Br2LiN10O3PS2 (ωB97M-V/def2-TZVPD).

Element x y z (Å)
Li: -0.83797 -1.21196 -1.04010
N: -5.51854 -0.17871 -0.74781
C: -5.14302 -1.43148 -1.13302
N: -4.03242 -1.99558 -0.74587
C: -3.92145 -3.27344 -1.27175
C: -4.96646 -3.67756 -2.02862
S: -6.14676 -2.42451 -2.13053
C: -2.69521 -4.04068 -1.01824
C: -2.63159 -5.39002 -0.94540
S: -0.99260 -5.89592 -0.76986
C: -0.49685 -4.22502 -0.81816
N: -1.48656 -3.36684 -0.92680
N: 0.79283 -3.87307 -0.72672
H: -4.76381 0.43725 -0.48631
H: -6.27634 0.25916 -1.24347
H: -5.09966 -4.60597 -2.55643
H: -3.43686 -6.10377 -0.97746
H: 1.49987 -4.57979 -0.81767
H: 1.02473 -2.89292 -0.94957
Br: 3.02642 2.50775 5.16146
C: 3.99242 2.36408 3.53491
C: 4.39592 3.51154 2.87282
C: 5.09488 3.39634 1.68071
C: 5.34074 2.14768 1.12484
C: 4.95674 0.99830 1.81849
C: 4.29928 1.10418 3.03244
N: 6.18349 2.03731 -0.02561
N: 5.87403 1.35626 -1.01760
C: 4.57637 0.79684 -1.16239
C: 4.50182 -0.51615 -1.57372
C: 3.29129 -1.19728 -1.65452
C: 2.06652 -0.57453 -1.38301
O: 0.94429 -1.18885 -1.43198
C: 2.12995 0.85073 -1.07660
N: 0.94565 1.49596 -0.88626
C: 0.95045 2.79744 -0.72689
C: 2.12405 3.57570 -0.75123
C: 3.32457 2.93786 -0.86745
C: 3.37187 1.52781 -0.99081
H: 4.19214 4.48607 3.29509
H: 5.45128 4.28327 1.17279
H: 5.21404 0.02604 1.42013
H: 4.05234 0.21945 3.60540
H: 5.43010 -1.02841 -1.79780
H: 3.27813 -2.23368 -1.96722
H: -0.01658 3.27306 -0.58435
H: 2.06503 4.65367 -0.68687
H: 4.24563 3.50619 -0.89683
N: -3.15516 -2.08900 1.94721
C: -2.63115 -0.92857 2.73113
P: -0.87367 -0.88067 2.18985
O: -0.17092 -2.00811 2.84222
O: -0.94042 -0.75934 0.69948
C: -0.04929 0.68447 2.69521
N: 1.19111 0.63849 1.85042
H: -3.36053 -1.79545 0.92413
H: -4.00493 -2.48094 2.34827
H: -2.44840 -2.83402 1.90541
H: -2.73373 -1.13182 3.79436
H: -3.20331 -0.04487 2.45436
H: 0.23071 0.70423 3.74427
H: -0.59669 1.58721 2.42807
H: 1.81291 1.43788 1.98902
H: 0.91558 0.58980 0.84525
H: 1.72146 -0.21601 2.05310
Br: -3.64564 2.09651 -5.28369
C: -3.15286 1.90444 -3.47760
C: -3.41286 2.90663 -2.56155
C: -3.02897 2.69657 -1.24401
C: -2.41663 1.49969 -0.90938
N: -2.18068 0.53126 -1.79223
C: -2.53115 0.73491 -3.05616
H: -3.89780 3.82301 -2.86851
H: -3.20088 3.45552 -0.49239
H: -2.09244 1.29137 0.10347
H: -2.31785 -0.05701 -3.76385

## Properties
E: -221798.341 eV
Charge: +1
2S+1: 1
Kohn-Sham gap: 7.0 eV
LUMO level: -2.33 eV



Entry from the Open Molecules 2025 dataset: a molecular structure, C28H29BrIN6O3SZr in a non-equilibrium geometry (ωB97M-V/def2-TZVPD).

Element x y z (Å)
Zr: 1.09859 0.11127 -0.58101
C: -0.26224 3.59798 -2.70649
C: 0.82647 2.58068 -2.60203
C: 0.91496 1.50757 -3.49905
C: 1.92049 0.55693 -3.39732
C: 2.93497 0.72456 -2.44223
C: 2.89202 1.81664 -1.57612
C: 1.80241 2.69384 -1.60653
H: 0.11700 4.48763 -3.21588
H: -0.60619 3.91246 -1.72105
H: -1.10683 3.23024 -3.28634
H: 0.16961 1.40606 -4.27837
H: 1.96138 -0.28425 -4.07671
H: 3.78825 0.06183 -2.43628
H: 3.69363 1.97904 -0.86573
H: 1.76037 3.50410 -0.88903
N: 1.82614 0.61759 7.62494
C: 1.81465 0.72064 6.29699
C: 1.71421 -0.44126 5.48366
C: 1.71860 -0.33629 4.12531
C: 1.83338 0.93380 3.52379
C: 1.92351 2.10100 4.31837
C: 1.91094 1.99341 5.67518
S: 1.85099 1.13518 1.87218
O: 2.66835 2.20998 1.41159
O: 2.17919 -0.21950 1.20586
N: 0.38314 1.31368 1.11427
C: -0.56442 0.37493 1.60314
N: -0.60215 -0.70216 0.81044
C: -1.39325 -1.72142 1.17995
C: -2.15822 -1.60965 2.32045
C: -2.06775 -0.42326 3.04615
N: -1.26158 0.58056 2.69345
H: 1.78702 -0.27576 8.08622
H: 1.91870 1.43002 8.21210
H: 1.65946 -1.41370 5.95470
H: 1.67086 -1.22990 3.51558
H: 2.02078 3.07263 3.85259
H: 1.99452 2.87975 6.28974
H: -1.40567 -2.60093 0.55028
H: -2.80331 -2.41452 2.64093
H: -2.66046 -0.27597 3.94128
N: -0.90459 0.51507 -1.51037
C: -1.97169 0.65163 -1.97074
N: -3.13444 0.78714 -2.48437
C: -4.37661 0.57880 -1.68269
C: -5.21865 1.84008 -1.78512
O: -5.45889 2.15362 -3.13796
C: -4.27407 2.47705 -3.82495
C: -3.35488 1.26668 -3.87860
H: -4.09536 0.35241 -0.65542
H: -4.90066 -0.27226 -2.11812
H: -4.71967 2.67589 -1.27802
H: -6.18500 1.67399 -1.31280
H: -3.76714 3.32182 -3.33890
H: -4.55104 2.77129 -4.83572
H: -2.39225 1.49564 -4.33197
H: -3.82433 0.44957 -4.42692
Br: 3.31623 -2.14145 -0.77956
C: 2.59948 -3.87625 -1.06612
C: 3.39582 -4.95845 -0.73328
C: 2.91123 -6.23893 -0.96145
C: 1.65040 -6.42931 -1.50772
C: 0.85372 -5.34086 -1.83337
C: 1.34194 -4.06196 -1.60984
I: 0.13640 -2.45028 -2.13529
H: 4.38006 -4.80929 -0.31091
H: 3.52874 -7.09074 -0.71184
H: 1.28037 -7.42954 -1.68585
H: -0.12766 -5.49678 -2.26103

## Properties
E: -134824.991 eV
Charge: +3
2S+1: 1
Kohn-Sham gap: 6.0 eV
LUMO level: -9.50 eV



Entry from the Open Molecules 2025 dataset: a molecular structure, C28H29BrN8O2PSTi in a non-equilibrium geometry (ωB97M-V/def2-TZVPD).

Element x y z (Å)
Ti: 1.07272 -0.64364 0.01053
C: 3.47453 -2.95995 4.63388
N: 3.35876 -2.17889 3.42068
C: 4.34005 -1.44958 2.85848
C: 3.79044 -0.74779 1.79683
N: 2.47022 -1.13586 1.71650
C: 2.23763 -2.04185 2.69101
P: 0.58981 -2.84041 2.94023
C: 0.42727 -3.42436 1.22609
N: 0.64501 -2.78500 0.08593
C: 0.32240 -3.57924 -0.97599
C: -0.09199 -4.73879 -0.42138
N: 0.03005 -4.66133 0.94263
C: -0.60184 -5.67168 1.87536
C: -0.31746 -1.33394 2.79698
N: -0.21051 -0.53095 1.78627
C: -1.00502 0.56827 2.04906
C: -1.56136 0.40703 3.28737
N: -1.06635 -0.77872 3.79819
C: -1.38018 -1.38359 5.05839
H: 4.36081 -3.54261 4.62856
H: 2.55896 -3.49355 4.83494
H: 3.59435 -2.23365 5.44271
H: 5.28786 -1.37063 3.36859
H: 4.25406 0.00624 1.20841
H: 0.45868 -3.26871 -1.99087
H: -0.45093 -5.60228 -0.87498
H: -0.06019 -5.72999 2.83992
H: -0.58393 -6.61749 1.32500
H: -1.57935 -5.27175 1.92561
H: -1.04076 1.37196 1.22620
H: -2.17907 1.06227 3.84485
H: -2.36642 -0.99172 5.42186
H: -0.53620 -1.23238 5.73715
H: -1.34472 -2.47091 4.94239
Br: 2.85148 -1.50674 -1.90550
C: 3.24497 0.25664 -2.49581
C: 3.81618 0.44335 -3.74666
C: 4.20343 1.78157 -4.11356
C: 3.98547 2.74509 -3.24781
C: 3.35077 2.63588 -2.00852
C: 3.01715 3.68695 -1.14456
C: 2.43651 3.44953 0.08836
C: 2.08139 2.17648 0.40498
C: 2.27765 1.04613 -0.36537
C: 2.88452 1.28642 -1.62724
H: 3.88352 -0.34301 -4.44841
H: 4.68589 1.95235 -5.03688
H: 4.30980 3.69761 -3.48115
H: 3.19169 4.72470 -1.49075
H: 2.26859 4.26796 0.79420
H: 1.54309 1.99012 1.35000
C: -4.30633 4.43029 -4.87344
C: -4.32459 3.45651 -3.74387
C: -5.22252 3.27229 -2.76527
C: -5.14637 2.18026 -1.84811
N: -4.15723 1.29639 -2.00043
C: -3.23004 1.49793 -2.99894
S: -1.89984 0.46729 -3.36544
N: -3.39203 2.51564 -3.85701
C: -6.19637 1.86707 -0.86670
H: -5.04468 4.10993 -5.62477
H: -3.36848 4.48321 -5.39356
H: -4.61914 5.40638 -4.49100
H: -6.05750 3.98500 -2.70559
H: -2.65648 2.51760 -4.58107
H: -6.55390 2.84101 -0.40513
H: -5.80001 1.16437 -0.15219
H: -7.06404 1.47868 -1.37422
O: -0.30602 -0.12855 -0.87049
O: -1.58385 0.16313 -1.06546

## Properties
Expectation value of S²: 0.76
E: -158788.793 eV
Charge: +2
2S+1: 2
Kohn-Sham gap (spin up / spin down): 7.1 / 6.7 eV
LUMO level (spin up / spin down): -5.38 / -5.84 eV